# 1
Computed, not measured: the molecule CH2O2S3, with wB97M-V/def2-TZVPD.

Calculated values
frontier orbital gap: 8.9325 eV
HOMO: -8.822 eV
LUMO level: 0.0040 Eh
SMILES: O=C(OS)SS

Last column: Mulliken charge in e.
Cartesian coordinates (Å):
O: 0.1482 1.3471 -0.1806  -0.5109
C: -0.0674 0.1739 -0.0723  0.7388
O: -1.2821 -0.4349 0.1694  -0.2268
S: -2.6711 0.3749 -0.0620  -0.0821
S: 1.2145 -0.9900 -0.0302  -0.1061
S: 2.5462 0.5540 -0.1174  -0.0998
H: -3.4144 -0.7521 0.4302  0.1754
H: 3.5262 -0.2730 -0.1371  0.1116

Cartesian forces, eV/Å:
-1.15 0.02 -0.24
-1.31 0.04 0.78
2.88 -0.74 -0.24
-2.50 -0.53 0.52
-0.24 -0.68 -0.01
-0.15 1.38 -0.07
0.92 1.69 -0.74
1.56 -1.18 -0.01

=====

# 2
Computed, not measured: the molecule CH2O3, with wB97M-V/def2-TZVPD.

Calculated values
frontier orbital gap: 11.8003 eV
HOMO: -11.426 eV
LUMO level: 0.0138 Eh
SMILES: O=C(O)O

Last column: Mulliken charge in e.
Cartesian coordinates (Å):
O: -0.8742 -1.0383 0.0278  -0.5158
C: -0.0707 -0.1115 -0.0595  0.7175
O: 1.3111 -0.2653 -0.0119  -0.4631
O: -0.4383 1.1801 0.0057  -0.4309
H: 1.8064 0.5930 0.1783  0.3564
H: -1.3709 1.0640 0.0062  0.3359

Cartesian forces, eV/Å:
2.21 1.99 -0.85
0.66 -1.78 1.79
-1.07 1.14 -0.01
1.42 -0.48 -0.49
-1.41 -1.40 -0.51
-1.81 0.53 0.08

=====

# 3
Computed, not measured: the molecule CH2O3, with wB97M-V/def2-TZVPD.

Calculated values
frontier orbital gap: 12.1451 eV
HOMO: -11.698 eV
LUMO level: 0.0164 Eh
SMILES: O=C(O)O

Last column: Mulliken charge in e.
Cartesian coordinates (Å):
O: 0.4117 1.2484 -0.0100  -0.4884
C: -0.0330 0.1210 -0.0175  0.6528
O: -1.3503 -0.4037 -0.0261  -0.3945
O: 0.9843 -0.9406 0.0026  -0.4469
H: -1.8601 0.3133 0.2546  0.3342
H: 1.6924 -0.2717 0.1182  0.3427

Cartesian forces, eV/Å:
-2.22 -1.13 0.07
1.62 -2.37 -0.01
4.81 -0.38 -0.53
-2.84 2.93 0.07
-1.73 2.00 0.57
0.36 -1.05 -0.17

=====

# 4
Computed, not measured: a cluster of 2 separate species, CH2O3PS in total, with wB97M-V/def2-TZVPD.

Calculated values
frontier orbital gap: 7.6401 eV
HOMO: -4.074 eV
LUMO level: 0.1311 Eh
total charge: -1

Last column: Mulliken charge in e.
Cartesian coordinates (Å):
C: -0.7505 -0.3682 1.0994  0.4839
O: 1.8299 -0.3589 -1.0890  -0.6773
O: -0.0298 -1.2636 1.4044  -0.5132
O: -0.2168 1.4744 -0.8575  -0.6111
P: -0.7645 1.3484 0.5258  0.0464
S: -2.4905 -0.3628 0.8235  -0.4237
H: 1.1086 -0.9630 -0.8503  0.2897
H: 1.3136 0.4936 -1.0563  0.4053

Cartesian forces, eV/Å:
-1.04 -0.20 -0.49
-0.79 0.61 0.04
1.17 -1.05 0.56
0.32 -0.04 -0.65
-0.94 0.82 0.78
0.31 0.64 -0.08
0.47 -0.04 0.04
0.50 -0.74 -0.21

=====

# 5
Computed, not measured: the molecule CH2O3S, with wB97M-V/def2-TZVPD.

Calculated values
frontier orbital gap: 9.5596 eV
HOMO: -9.740 eV
LUMO level: -0.0066 Eh

Last column: Mulliken charge in e.
Cartesian coordinates (Å):
C: -1.2748 -0.7882 1.3622  0.0999
O: 1.1635 -1.4335 1.2193  -0.5566
O: -1.8753 -0.6478 0.3193  -0.3771
O: 0.7930 0.6731 0.4532  -0.4241
S: 0.5002 -0.2510 1.6931  0.5876
H: -1.8037 -1.4706 2.1183  0.3234
H: 0.8113 0.0693 -0.3155  0.3470

Cartesian forces, eV/Å:
-2.38 -1.04 -1.05
0.94 -2.87 0.57
1.52 0.44 1.11
-0.68 1.61 -0.57
-0.52 0.83 0.02
1.16 0.83 -0.10
-0.03 0.20 0.01

=====

# 6
Computed, not measured: a structure of composition CH2O3S, with wB97M-V/def2-TZVPD.

Calculated values
frontier orbital gap: 10.5900 eV
HOMO: -10.867 eV
LUMO level: -0.0102 Eh

Last column: Mulliken charge in e.
Cartesian coordinates (Å):
C: -0.3050 -0.1706 0.3367  0.0637
O: -0.8582 -1.3906 3.1149  -0.4122
O: -0.8386 -1.3240 0.5168  -0.3253
O: 0.8838 -0.3142 1.6091  -0.4344
S: -0.0155 -1.7016 2.0113  0.6653
H: 0.2131 0.1899 -0.5935  0.2262
H: -0.8144 0.7791 0.5043  0.2166

Cartesian forces, eV/Å:
4.21 5.10 0.28
-0.35 0.06 0.31
-1.29 -3.05 0.69
-3.34 -1.31 -2.01
1.31 1.45 -1.00
0.33 -1.88 0.37
-0.87 -0.38 1.36

=====

# 7
Computed, not measured: a structure of composition CH2O3S, with wB97M-V/def2-TZVPD.

Calculated values
frontier orbital gap: 10.9581 eV
HOMO: -11.056 eV
LUMO level: -0.0036 Eh

Last column: Mulliken charge in e.
Cartesian coordinates (Å):
C: -0.7256 0.7340 0.2305  0.0101
O: 1.8040 -0.3827 0.4478  -0.4340
O: -0.0865 -1.5678 -0.6016  -0.4670
O: -0.1246 0.8825 -0.8005  -0.3368
S: 1.1668 -0.8620 -0.7455  0.7045
H: -0.3736 -0.1875 0.8913  0.2664
H: -1.6605 1.3835 0.5780  0.2569

Cartesian forces, eV/Å:
-1.10 -0.64 2.00
0.27 -0.51 0.30
0.91 -1.10 0.03
-0.91 1.71 -0.18
0.08 -0.54 -0.65
-1.22 2.13 -0.63
1.97 -1.05 -0.87

=====

# 8
Computed, not measured: a structure of composition CH2O4S, with wB97M-V/def2-TZVPD.

Calculated values
frontier orbital gap: 9.8126 eV
HOMO: -10.874 eV
LUMO level: -0.0390 Eh

Last column: Mulliken charge in e.
Cartesian coordinates (Å):
C: -1.3739 -0.8046 0.0879  0.2398
O: 2.9002 -0.4462 -0.7121  -0.3722
O: 1.2400 1.1779 -0.0924  -0.3975
O: -0.3336 -1.3034 0.2060  -0.2809
O: -1.5266 0.9961 0.1005  -0.5841
S: 2.1954 0.2166 0.3359  0.7300
H: -2.3345 -1.1500 0.4351  0.3256
H: -0.7669 1.3137 -0.3608  0.3393

Cartesian forces, eV/Å:
0.32 5.06 1.95
0.37 -0.39 0.15
-0.28 0.73 0.19
0.31 -0.42 -0.90
-1.32 -4.96 0.13
0.24 -0.21 -0.40
-0.76 -0.01 -0.64
1.12 0.21 -0.47

=====

# 9
Computed, not measured: the molecule CH2O4Si, with wB97M-V/def2-TZVPD.

Calculated values
frontier orbital gap: 9.6356 eV
HOMO: -10.697 eV
LUMO level: -0.0390 Eh

Last column: Mulliken charge in e.
Cartesian coordinates (Å):
C: -0.6094 0.4402 -1.8433  0.6800
O: -0.7388 0.8166 -2.9136  -0.3125
O: -0.4749 -0.0177 -0.8079  -0.2310
O: 0.0254 -1.6506 1.1277  -0.4730
O: 1.6753 0.9794 0.2598  -0.4959
Si: 0.6206 0.1641 0.9843  0.6014
H: -0.6603 0.8739 1.0251  -0.0522
H: 0.1622 -1.6059 2.1679  0.2833

Cartesian forces, eV/Å:
0.11 0.18 -1.86
-0.22 0.69 -0.90
-0.44 -1.47 1.07
2.64 4.32 3.52
1.28 -0.47 0.86
-2.67 -2.51 -1.88
0.00 0.32 1.89
-0.70 -1.07 -2.70